No. 1
Molecular formula: CH2INO
Method: DFT, ωB97M-V/def2-TZVPD

For the gap between HOMO and LUMO (alpha / beta), the calculation gives 0.261 / 0.249 hartree.

Geometry as ORCA input:
```
! wB97M-V def2-TZVPD RIJCOSX def2/J DEFGRID3
* xyz 0 3
I 1.451 0.470 2.379
O 0.081 0.978 1.054
N -0.297 0.167 -1.308
C -0.357 -0.325 -0.205
H -0.266 0.039 -2.261
H -0.612 -1.329 0.341
*
```

No. 2
Molecular formula: C7H8ClN4
Method: DFT, ωB97M-V/def2-TZVPD

For the gap between HOMO and LUMO, the calculation gives 0.305 hartree.

Geometry as ORCA input:
```
! wB97M-V def2-TZVPD RIJCOSX def2/J DEFGRID3
* xyz 1 1
Cl 0.237 0.808 -4.378
N 1.913 0.515 -0.794
N 2.551 0.755 -1.897
N 3.634 1.632 -0.280
N 2.563 1.081 0.154
C -0.303 -0.135 0.397
C 3.609 1.480 -1.580
C 0.350 0.057 1.594
C -1.825 -0.426 2.401
C -2.303 -0.505 1.130
C -1.451 -0.445 0.001
C -0.489 -0.139 2.668
H -1.792 -0.458 -0.980
H 1.349 0.397 1.602
H -0.414 -0.405 -4.631
H -3.237 -1.072 0.948
H 4.410 2.069 -2.196
H -0.204 0.018 3.753
H -2.551 -0.774 3.126
H 2.105 0.381 -2.722
*
```

No. 3
Molecular formula: C29H22Br2N6OSc
Method: DFT, ωB97M-V/def2-TZVPD

For the gap between HOMO and LUMO, the calculation gives 0.257 hartree.

Geometry as ORCA input:
```
! wB97M-V def2-TZVPD RIJCOSX def2/J DEFGRID3
* xyz 1 1
Br 2.171 1.883 5.372
Br 6.769 2.360 2.091
Sc 0.023 0.391 1.267
O 0.851 1.329 2.679
N 1.207 -1.938 0.306
N 0.733 -1.571 1.517
N -0.849 -0.067 -0.464
N -1.965 0.335 2.041
N 1.940 1.043 0.265
N -3.034 0.521 1.243
C 2.753 1.442 1.285
C -1.821 0.865 -0.863
C 1.765 -1.663 2.370
C -0.210 -3.608 -2.668
C -4.154 0.085 1.844
C -0.008 -4.885 -3.418
C 0.373 -2.131 -0.829
C 2.475 0.891 -0.935
C -0.635 -1.204 -1.199
C 2.955 1.858 3.651
C -2.916 1.154 -0.016
C -1.416 -1.547 -2.320
C 4.144 1.683 1.107
C 4.664 1.508 -0.187
C 3.831 1.113 -1.204
C 2.127 1.552 2.571
C 4.903 2.028 2.248
C -3.799 -0.416 3.080
C 4.319 2.095 3.491
C 2.509 -2.264 0.389
C -3.889 2.067 -0.403
C 2.906 -2.096 1.702
C -4.888 3.693 -2.016
C -2.420 -0.240 3.159
C 0.559 -3.304 -1.556
C -2.727 2.465 -2.446
C -1.757 1.554 -2.081
C -3.821 2.723 -1.624
C -1.205 -2.703 -3.032
H -4.712 2.271 0.265
H -5.857 3.371 -1.642
H 5.717 1.669 -0.359
H 1.043 -5.166 -3.438
H -1.748 -0.483 3.966
H -4.446 -0.844 3.818
H 4.206 0.962 -2.203
H -0.373 -4.795 -4.437
H 1.307 -4.008 -1.221
H -5.114 0.131 1.369
H -0.923 1.362 -2.741
H -4.674 4.671 -1.586
H 3.072 -2.584 -0.465
H -1.833 -2.917 -3.884
H 3.877 -2.276 2.118
H 4.914 2.322 4.361
H 1.629 -1.464 3.420
H -2.638 2.983 -3.388
H -0.557 -5.695 -2.938
H -2.213 -0.880 -2.611
H 1.806 0.568 -1.725
H -4.944 3.805 -3.095
*
```

Here are the calculated ΔE to the lowest compared entry with this formula, charge and spin numbers, same order: 52.2 72.7 15.6 (kcal/mol).
Here are the calculated molar mass numbers, same order: 170.9 183.6 675.3 (g mol⁻¹).